Entry 1:
C8H32N2O7 as an isolated structure. Source: the OMol25 dataset; level of theory: wB97M-V/def2-TZVPD.

Computed properties:
Largest force on an atom: 0.379 hartree/bohr
Gap between HOMO and LUMO: 6.695 eV
LUMO energy: -0.6 eV
2S+1: 1
Total energy: -26108.5814 eV
Energy above the lowest of the compared OMol25 structures with the same formula, charge and spin: 437.1 kcal/mol

Geometry as XYZ:
```
49
Properties=species:S:1:pos:R:3:forces:R:3
O -1.1738 0.5957 0.7511 -0.183 0.374 3.780
H -1.5310 1.4527 0.9838 0.952 -1.781 0.675
H -0.6514 0.3390 1.5110 -1.323 0.216 -1.191
O -3.6883 1.6839 0.8774 -3.511 -1.513 -0.491
H -2.8304 2.1076 0.8526 -4.141 -1.344 1.058
H -4.1165 1.9612 0.0675 -0.596 -0.347 -0.153
O -1.8313 2.6919 0.9908 4.779 7.323 0.227
H -1.4541 3.5404 1.2231 0.213 0.490 0.500
H -1.9611 2.7382 0.0436 0.741 0.581 -1.246
O -0.0336 0.7363 2.5986 -6.173 17.247 6.643
H -0.6475 1.0605 3.2576 -1.145 0.905 0.948
H 0.7763 1.2176 2.7675 0.547 1.751 -0.146
O -2.2853 -1.1269 -0.0084 -6.085 1.501 -3.007
H -1.7618 -0.3584 0.2187 -1.247 -0.297 -0.138
H -1.7900 -1.8669 0.3429 -2.752 2.072 -0.060
C 3.9646 0.9990 -2.2499 0.255 -0.955 1.109
C 2.8629 1.3722 -3.2170 -0.360 0.396 1.018
C 1.4041 1.5726 -2.5958 -0.118 -0.132 0.796
O 0.8709 0.5018 -1.7357 2.377 -0.085 -1.174
C -0.4639 0.6599 -1.3004 0.542 1.644 -4.288
N 3.3853 2.5647 -3.9528 -0.931 -0.114 -0.126
H 4.8298 0.7355 -2.8583 0.187 -0.114 0.203
H 3.7726 0.1919 -1.5428 -0.391 -0.574 -0.471
H 4.2861 1.7487 -1.5269 -0.202 0.811 -0.433
H 2.8058 0.5872 -3.9710 -0.265 -0.094 0.079
H 0.7217 1.8057 -3.4131 -0.189 -0.422 -0.280
H 1.3296 2.4555 -1.9609 0.626 0.516 0.058
H -0.9592 1.0782 -2.1767 -0.761 0.217 -0.394
H -0.6102 1.3037 -0.4331 1.557 0.371 -2.308
H -0.9790 -0.2847 -1.1260 0.854 -0.031 -0.322
H 3.7184 3.2700 -3.3112 -0.432 0.216 0.518
H 4.2683 2.2690 -4.3438 0.006 -0.264 -0.523
C -1.5606 -1.4562 2.9696 -0.789 -1.304 -0.580
C -0.2078 -2.0419 2.5602 1.685 2.329 -0.283
C -0.1428 -3.0584 1.3876 -0.078 0.344 3.630
O -1.0314 -2.6369 0.4349 6.276 -9.011 -1.533
C -0.9326 -3.6255 -0.6544 0.140 0.977 -0.722
N 0.6429 -0.8709 2.0871 4.674 -12.057 -3.732
H -1.5591 -0.9131 3.9147 0.326 -0.217 0.239
H -2.2029 -2.3315 3.0662 -0.647 0.265 0.269
H -1.9818 -0.8053 2.2034 -0.301 -0.420 0.124
H 0.1662 -2.4833 3.4840 0.677 -0.230 -0.260
H -0.4577 -4.0182 1.7973 0.086 -0.508 -0.162
H 0.8923 -3.0821 1.0467 -0.074 -0.074 -0.118
H 0.1097 -3.7389 -0.9525 0.236 0.004 0.437
H -1.3878 -3.2517 -1.5715 -0.553 0.315 0.500
H -1.3278 -4.6126 -0.4143 -0.203 0.226 0.470
H 0.1580 -0.6446 1.2305 1.391 -0.837 -0.438
H 0.5950 -0.0328 2.6487 4.325 -8.364 1.296
```
Positions in Å, forces in eV/Å.


Entry 2:
A 12-piece molecular cluster, C8H34O11 overall. Source: the OMol25 dataset; level of theory: wB97M-V/def2-TZVPD.

Computed properties:
Largest force on an atom: 0.040 hartree/bohr
SMILES: C=C/C=C/C(=C)CC.O.O.O.O.O.O.O.O.O.O.O
Gap between HOMO and LUMO: 9.393 eV
LUMO energy: 0.2 eV
2S+1: 1
Total energy: -31368.1907 eV
Energy above the lowest of the compared OMol25 structures with the same formula, charge and spin: 19.8 kcal/mol

Geometry as XYZ:
```
53
Properties=species:S:1:pos:R:3:forces:R:3
C 0.8542 -2.2349 2.7856 -0.004 0.049 0.979
C 0.7582 -0.9828 2.3544 0.031 -0.336 -1.291
C 1.6142 -0.4203 1.2876 0.751 -0.754 0.510
C 2.9224 -0.2079 1.4197 -0.127 0.666 -1.286
C 3.6171 0.5336 0.2993 0.211 0.050 0.526
C 3.9912 1.7861 0.5587 0.656 -0.673 0.379
C 3.7866 -0.0654 -1.0808 -0.894 -0.391 -0.136
C 3.4721 -1.5526 -1.1886 0.040 -0.495 0.432
H 0.2322 -2.5647 3.6119 -0.182 -0.062 -0.186
H 1.5727 -2.9607 2.4259 0.235 0.260 -0.109
H -0.0713 -0.3550 2.6323 -0.176 0.165 0.574
H 1.2167 -0.2361 0.2946 -0.458 0.363 0.223
H 3.5280 -0.4064 2.2942 -0.331 -0.038 0.270
H 3.8339 2.1703 1.5597 0.024 0.260 -0.107
H 4.6451 2.3236 -0.1147 -0.266 0.294 -0.186
H 4.7709 0.1560 -1.4884 0.076 0.061 0.056
H 3.0486 0.4357 -1.7000 0.046 0.282 -0.378
H 3.4898 -1.9630 -2.1968 0.664 0.228 -0.148
H 2.4686 -1.8272 -0.8804 -0.309 0.377 0.358
H 4.1196 -2.1125 -0.5093 0.136 -0.227 -0.314
O -3.2941 -2.6333 -0.5769 -0.091 -0.123 0.585
H -3.2313 -3.5914 -0.6156 0.060 -0.073 0.047
H -3.4791 -2.3588 -1.4694 -0.157 0.219 -0.622
O -3.3265 1.3664 0.6515 -0.327 -0.579 0.191
H -3.4646 2.3114 0.7360 0.332 0.068 -0.061
H -2.4248 1.2046 0.3637 0.046 0.464 -0.116
O 0.9132 -0.0624 -3.1624 0.614 0.104 -0.351
H 0.8951 -0.6012 -3.9623 -0.102 0.291 -0.072
H 0.7198 -0.7132 -2.4866 -0.283 -0.543 0.403
O -4.6777 0.2432 -2.1655 -1.456 0.564 -0.985
H -4.7600 -0.3564 -1.4278 1.033 0.034 0.211
H -3.8218 0.4424 -2.5430 0.485 -0.579 0.821
O -1.0156 -1.4582 -1.8175 0.264 0.130 0.468
H -1.0928 -0.7711 -1.1422 -0.218 0.268 -0.288
H -1.2162 -2.2325 -1.2793 -0.030 -0.479 0.066
O -0.7173 4.3562 -1.5295 -0.508 -0.027 -0.441
H 0.1178 4.8167 -1.4618 0.156 0.158 0.168
H -1.3752 4.9080 -1.0993 0.086 0.110 0.064
O -0.9922 1.5675 -2.0260 -0.874 -0.792 1.656
H -1.1995 2.4000 -2.4520 0.809 -0.030 -0.436
H -0.2685 0.9989 -2.3338 -0.103 0.877 -1.256
O -2.8835 -2.2289 2.8668 0.079 -0.085 0.025
H -2.6804 -1.2915 2.7894 -0.081 0.054 -0.015
H -3.4192 -2.4215 2.0900 0.039 0.077 -0.108
O -0.6943 -3.6283 0.5915 0.095 -0.099 0.485
H -0.3823 -2.9552 1.2189 -0.008 0.261 -0.378
H -0.9920 -4.2863 1.2317 -0.175 -0.230 -0.303
O -0.3113 2.5020 2.8407 0.612 -0.296 0.008
H 0.4284 2.9493 3.2684 -0.272 0.199 0.248
H 0.1830 2.0263 2.1546 -0.339 0.186 -0.333
O 0.7435 2.5389 0.0541 -0.118 -0.260 0.796
H 1.5375 2.7431 -0.4430 -0.087 -0.258 -0.259
H 0.0186 2.2749 -0.5400 0.396 0.311 -0.381
```
Positions in Å, forces in eV/Å.


Entry 3:
C8H37Li2N10O11 as an isolated structure. Source: the OMol25 dataset; level of theory: wB97M-V/def2-TZVPD.

Computed properties:
Largest force on an atom: 0.050 hartree/bohr
Gap between HOMO and LUMO: 8.102 eV
LUMO energy: -3.1 eV
2S+1: 1
Charge: +1
Total energy: -46733.5211 eV

Geometry as XYZ:
```
68
Properties=species:S:1:pos:R:3:forces:R:3
Li 23.4581 3.6157 5.6859 -1.159 0.137 -0.300
Li 23.1567 4.3436 2.4670 0.204 0.698 0.289
C 21.9115 6.7541 4.9145 0.010 -0.185 -1.433
C 21.3467 5.3270 4.6834 -0.302 0.806 1.876
C 20.0391 5.3754 3.9034 -0.042 0.321 -0.778
O 22.2743 4.3465 4.3011 0.534 0.024 -0.479
H 22.0787 7.2411 3.9475 0.337 -0.055 -0.049
H 22.8308 6.7476 5.5023 0.038 -0.075 -0.026
H 21.1707 7.3759 5.4225 -0.056 -0.171 0.209
H 21.0576 5.1850 5.7397 -0.303 -0.933 0.071
H 20.1777 5.4278 2.8187 0.300 -0.440 -0.044
H 19.4690 6.2927 4.0539 0.119 0.019 0.353
H 19.3473 4.5678 4.1432 0.157 -0.157 -0.100
C 16.8707 7.4440 5.2210 -0.740 0.233 -2.056
O 16.8666 7.6514 4.0047 0.187 -0.020 0.839
N 15.7184 7.2968 5.9271 -0.204 -0.182 0.123
N 17.9891 7.3428 5.9630 0.495 -0.074 1.223
H 14.8480 7.4166 5.4419 0.035 -0.006 0.022
H 15.7196 7.1468 6.9178 -0.170 0.176 0.042
H 18.8848 7.2404 5.5267 -0.153 -0.031 -0.206
H 17.8573 6.8465 6.8268 0.469 0.113 0.136
C 18.4209 2.3238 0.9090 -0.503 -2.486 0.504
O 17.4465 2.6015 0.2173 0.494 0.842 -0.270
N 19.4754 3.1213 1.1992 -1.279 0.426 -0.976
N 18.5376 1.0441 1.4515 0.449 0.938 0.200
H 19.2951 4.0129 0.7384 1.171 0.288 0.729
H 20.0404 2.9357 2.0205 -0.074 0.192 -0.392
H 19.1231 0.9985 2.2641 0.193 -0.635 -0.100
H 17.9020 0.3022 1.2342 -0.307 0.232 0.061
C 22.9317 7.4697 0.7386 -1.105 0.614 -0.367
O 23.2733 6.5396 1.4785 -0.046 -0.657 0.370
N 23.6930 8.5732 0.5905 0.876 0.130 0.443
N 21.7517 7.5334 0.0680 0.293 -0.755 0.473
H 23.5694 9.2273 -0.1584 -0.024 0.016 -0.010
H 24.5448 8.5894 1.1243 0.063 0.130 -0.232
H 21.4369 8.3895 -0.3471 0.089 0.065 -0.073
H 21.0604 6.7998 0.2143 -0.115 -0.070 -0.190
C 18.4562 6.2683 0.6016 0.165 1.385 0.932
O 19.5547 5.7698 0.3028 -0.595 -0.209 0.071
N 18.3734 7.5357 1.1164 -0.024 -0.293 -0.704
N 17.2661 5.6543 0.5438 0.709 -1.121 -0.820
H 17.4609 7.9455 1.1519 0.099 0.375 0.572
H 19.1731 7.9872 1.5154 -0.036 0.078 -0.130
H 16.4071 6.1174 0.7594 -0.087 -0.032 0.176
H 17.2791 4.6948 0.2030 -0.472 -0.057 -0.057
C 25.8376 4.9061 3.5580 -0.309 1.393 0.508
O 25.1167 4.1630 2.8818 -0.076 -0.080 0.170
N 25.5353 6.2284 3.7746 -0.878 -1.730 -0.674
N 26.9358 4.5128 4.2295 -0.042 -0.880 -0.356
H 26.1894 6.8553 4.1947 -0.165 0.420 -0.082
H 24.6436 6.4551 3.3508 0.282 0.940 0.024
H 27.3247 3.6105 4.0082 0.183 0.149 0.266
H 27.3341 5.1431 4.8947 0.502 -0.182 0.053
O 20.7917 2.0854 3.5285 0.117 0.091 0.154
H 20.0303 2.1356 4.1163 0.081 -0.015 0.039
H 21.3194 2.8911 3.7409 -0.022 -0.003 0.345
O 20.2506 5.6450 8.6260 -0.100 0.070 -0.226
H 20.6343 6.3987 8.1656 0.013 0.024 0.125
H 19.5377 5.3317 8.0464 0.343 -0.061 0.140
O 18.4590 4.2940 6.9777 -0.265 -0.132 -0.058
H 18.4045 3.4401 6.5355 -0.059 0.042 -0.023
H 17.5795 4.4259 7.3531 0.005 -0.131 -0.027
O 22.7581 9.7450 4.5630 0.021 -0.104 0.018
H 22.5096 8.8498 4.8260 0.058 0.349 -0.073
H 21.9740 10.1016 4.1329 0.041 0.041 0.033
O 21.8869 3.0337 7.2685 0.362 -0.141 -0.413
H 20.9949 3.3631 7.1086 0.092 0.281 0.101
H 21.7715 2.2797 7.8574 0.124 0.064 0.032
```
Positions in Å, forces in eV/Å.


Look up the 2S+1 of the third one. 1


The lowest total energy belongs to which entry? C8H37Li2N10O11